No. 1
# C6H7N3O

An isolated molecule of C6H7N3O (ωB97M-V with the def2-TZVPD basis set, the Open Molecules 2025 dataset).

Summary:
**SMILES**: CC(=O)Nc1ncccn1
**LUMO energy**: 0.774 eV
**Gap between HOMO and LUMO**: 9.837 eV
**Total charge**: 0

The geometry in XYZ format:
```
17
Properties=species:S:1:pos:R:3:forces:R:3:nbo_charge:R:1
C 1.881075 1.697523 -0.783862 -4.849 -4.556 -2.316 -0.689
C 0.472596 2.300735 -0.718427 0.675 -6.718 0.719 0.727
C -0.557816 0.059214 0.177230 -1.628 2.630 1.906 0.563
C -1.722221 -1.450500 1.327137 0.492 -5.508 -0.913 0.104
C -0.926635 -2.460116 0.659038 0.215 -3.523 2.066 -0.322
C 0.038001 -2.046830 -0.199413 -1.805 0.642 1.776 0.060
H 1.900360 1.387837 0.201981 1.478 -1.560 1.722 0.224
H 2.528763 2.338715 -1.067386 4.406 5.055 -1.154 0.212
H 2.070606 0.887460 -1.706816 -1.251 1.502 3.001 0.255
H -1.149166 1.888046 0.439512 -4.209 2.980 2.792 0.394
H -2.516864 -1.922374 1.891848 -0.274 0.936 0.734 0.193
H -0.877231 -3.673474 1.035428 -0.713 3.769 -1.277 0.222
H 0.654847 -2.694648 -0.688047 1.679 -1.695 -1.262 0.192
N -0.518541 1.436107 -0.043207 5.176 -2.873 -2.865 -0.648
N -1.549076 -0.233839 1.108038 0.535 3.143 -1.077 -0.467
N 0.209715 -0.755963 -0.418329 1.456 0.307 -1.853 -0.502
O 0.061586 3.242107 -1.214723 -1.383 5.469 -1.997 -0.518
```
Forces are in eV/Å.

No. 2
# C6H7N3O2S

An isolated molecule of C6H7N3O2S (ωB97M-V with the def2-TZVPD basis set, the Open Molecules 2025 dataset).

Summary:
**SMILES**: C=C[C@H](Sn1ccnc1)[N+](=O)[O-]
**LUMO energy**: -0.739 eV
**Gap between HOMO and LUMO**: 8.727 eV
**Total charge**: 0

The geometry in XYZ format:
```
19
Properties=species:S:1:pos:R:3:forces:R:3:nbo_charge:R:1
C 1.805308 -0.873970 -2.295024 0.543 0.412 -0.342 -0.090
C 0.551215 -0.419162 -2.330507 -1.864 -1.723 -0.037 -0.108
C 1.711993 0.537270 -0.669555 0.274 0.175 -1.000 0.187
C 0.585960 -0.654116 2.119588 -1.520 1.721 0.354 -0.309
C -0.391022 0.206326 1.813030 0.344 1.932 -0.711 -0.284
C -1.346022 0.056161 0.740793 -0.558 -0.623 -3.928 -0.169
N 2.535461 -0.201653 -1.323500 1.387 -1.528 -0.218 -0.450
N 0.473807 0.451325 -1.259764 -0.171 0.436 -0.228 -0.564
N -2.699272 0.683057 0.940646 3.157 0.348 0.959 0.521
O -3.648402 0.036079 0.681272 -2.095 -0.611 -0.363 -0.328
O -2.608854 1.829750 1.347577 -1.163 0.116 0.007 -0.402
S -0.812865 1.352429 -0.838487 -1.407 -0.643 2.420 0.420
H 2.102077 -1.628624 -2.999490 0.962 -0.065 0.224 0.212
H -0.313958 -0.963082 -2.851720 1.195 1.687 0.924 0.240
H 2.004059 1.205954 0.140604 -0.551 -0.147 -0.352 0.222
H 1.322684 -0.390764 2.814404 1.013 0.604 0.883 0.207
H 0.614987 -1.655990 1.855985 -0.224 -1.687 -0.997 0.203
H -0.461323 1.324997 1.997767 0.798 -1.519 1.004 0.249
H -1.425833 -0.895986 0.116382 -0.120 1.116 1.403 0.246
```
Forces are in eV/Å.

No. 3
# C6H7N3S

An isolated molecule of C6H7N3S (ωB97M-V with the def2-TZVPD basis set, the Open Molecules 2025 dataset).

Summary:
**SMILES**: N#C[C@@H]1CS/C1=N\[C@@H]1CN1
**LUMO energy**: 0.479 eV
**Gap between HOMO and LUMO**: 9.555 eV
**Total charge**: 0

The geometry in XYZ format:
```
17
Properties=species:S:1:pos:R:3:forces:R:3:nbo_charge:R:1
C 3.237387 0.932222 -0.059968 0.236 2.036 -0.490 0.285
C -0.983533 1.098582 -1.167511 3.376 -0.114 -1.269 0.037
C -2.008960 1.080270 -0.164510 -1.104 3.108 0.242 -0.261
C 2.588035 -1.394750 0.161155 -0.900 -1.409 3.322 -0.482
C 2.241648 0.064884 0.484449 2.052 -1.228 2.086 -0.408
C 0.943041 -0.046906 -0.191256 -2.700 1.978 -0.484 0.177
N 3.947658 1.761551 -0.423923 0.054 -0.542 -0.024 -0.297
N 0.285407 0.958924 -0.567403 1.882 -0.151 0.366 -0.422
N -1.775785 -0.059604 -0.961689 -5.287 -2.012 -4.357 -0.576
S 0.868657 -1.835007 -0.217230 -0.265 0.565 -1.062 0.244
H -0.809573 1.683780 -2.106287 -1.255 -0.469 0.897 0.226
H -1.581186 0.983838 0.779332 -0.039 0.305 1.863 0.202
H -2.757538 1.853308 -0.385378 -0.377 -0.900 0.598 0.204
H 3.378262 -1.487450 -0.507213 0.936 -0.534 -1.602 0.225
H 2.754619 -1.976553 1.078695 0.837 0.280 -0.356 0.220
H 2.319000 0.221983 1.630072 -0.937 -0.163 -1.781 0.275
H -2.704036 -0.012507 -1.684915 3.492 -0.751 2.054 0.351
```
Forces are in eV/Å.

No. 4
# C6H7N4OSe3TcTe2

A structure of composition C6H7N4OSe3TcTe2 (ωB97M-V with the def2-TZVPD basis set, the Open Molecules 2025 dataset).

Summary:
**Spin multiplicity**: 2
**LUMO energy (alpha / beta)**: -5.109 / -5.177 eV
**Gap between HOMO and LUMO (alpha / beta)**: 5.718 / 5.670 eV
**Total charge**: +1

The geometry in XYZ format:
```
24
Properties=species:S:1:pos:R:3:forces:R:3:nbo_charge:R:1
Tc 1.339427 -1.075757 0.740899 0.059 -0.359 -0.056 0.222
Se 1.046391 -1.074721 2.993362 0.076 0.110 0.155 0.086
Te 0.569313 -3.346109 3.999426 -0.036 -0.068 -0.058 0.192
Te -0.815337 -4.232515 1.866293 0.111 0.115 -0.013 0.125
Se 0.896316 -3.335649 0.201327 -0.055 -0.110 0.050 -0.040
C 0.120005 3.601194 0.035170 -0.067 -0.080 -0.024 -0.404
N -0.455072 2.275170 -0.263259 0.007 0.111 0.010 -0.378
C -1.647271 2.103236 -0.908285 0.125 0.230 0.067 0.139
C -2.160483 0.888146 -1.179731 -0.060 -0.111 -0.036 -0.355
C -1.424148 -0.263364 -0.774897 0.207 0.086 0.165 0.511
N -0.251684 -0.079443 -0.134240 0.079 0.236 -0.121 -0.593
C 0.240404 1.172948 0.122954 0.086 0.003 -0.041 0.775
O 1.335851 1.218498 0.709685 -0.212 -0.084 -0.062 -0.605
N -1.843229 -1.488434 -0.990859 -0.157 -0.119 -0.087 -0.705
H -0.553849 4.363779 -0.342038 -0.035 -0.026 -0.016 0.227
H 1.090827 3.699134 -0.441303 0.021 -0.050 -0.059 0.240
H 0.245353 3.716843 1.107922 -0.040 -0.044 0.038 0.239
H -2.161240 3.011562 -1.192553 0.037 0.000 0.021 0.245
H -3.106378 0.791049 -1.691040 0.037 -0.007 0.017 0.259
H -2.712521 -1.657510 -1.468684 0.006 -0.010 0.001 0.426
H -1.279518 -2.276510 -0.694525 0.045 -0.008 0.002 0.434
Se 3.592790 -1.170780 -0.037782 -0.238 0.408 0.093 0.257
C 3.877515 -2.883555 -0.639233 0.002 -0.410 -0.075 -0.023
N 4.056549 -3.957218 -1.018604 0.001 0.187 0.029 -0.273
```
Forces are in eV/Å.

No. 5
# C6H7NO

An isolated molecule of C6H7NO (ωB97M-V with the def2-TZVPD basis set, the Open Molecules 2025 dataset).

Summary:
**LUMO energy (alpha / beta)**: -0.050 / -0.035 eV
**Gap between HOMO and LUMO (alpha / beta)**: 7.496 / 7.062 eV
**Total charge**: 0

The geometry in XYZ format:
```
15
Properties=species:S:1:pos:R:3:forces:R:3:nbo_charge:R:1
C 1.296851 0.115470 1.077977 -0.417 0.915 0.924 -0.420
C 0.074501 0.728491 1.255035 0.267 -0.150 -0.270 -0.118
C 1.522648 -0.789637 0.094327 -0.608 -1.282 -0.872 0.410
C -1.019069 -1.170578 0.155009 -0.432 -1.317 0.002 0.503
C -0.996442 0.422284 0.329698 -0.121 0.729 0.073 -0.402
C -0.781095 0.843130 -1.137623 -0.110 0.277 -0.017 -0.596
N 2.136514 -1.277216 -0.831999 0.492 0.459 -0.180 -0.617
O -1.997822 -1.826804 0.105164 0.940 0.629 0.083 -0.514
H 2.068033 0.203042 1.831137 0.092 -0.035 0.069 0.252
H -0.116781 1.312290 2.140172 0.010 0.003 0.102 0.219
H -1.966301 0.781181 0.690205 0.100 -0.114 -0.035 0.228
H -1.736837 1.090645 -1.595693 -0.029 -0.031 -0.046 0.222
H -0.317884 0.049371 -1.722522 0.084 -0.021 -0.021 0.217
H -0.135087 1.717359 -1.181568 0.009 0.038 -0.061 0.223
H 1.968775 -2.199030 -1.209323 -0.278 -0.101 0.249 0.393
```
Forces are in eV/Å.

No. 6
# C6H7NO

An isolated molecule of C6H7NO (ωB97M-V with the def2-TZVPD basis set, the Open Molecules 2025 dataset).

Summary:
**SMILES**: C=C1C=NO[C@@H]2C[C@@H]12
**LUMO energy**: 0.017 eV
**Gap between HOMO and LUMO**: 9.243 eV
**Total charge**: 0

The geometry in XYZ format:
```
15
Properties=species:S:1:pos:R:3:forces:R:3:nbo_charge:R:1
C -2.201699 -0.429638 0.137072 -6.860 -0.063 -1.125 -0.328
C -1.006186 0.017138 -0.157488 2.724 -2.155 1.777 -0.103
C -0.676659 1.425624 -0.097703 -1.446 4.190 2.236 0.006
C 1.459542 0.151769 0.288595 -2.689 -0.293 2.835 0.074
C 1.740750 -1.268465 0.044607 0.946 -1.534 -0.601 -0.357
C 0.314583 -0.737775 -0.382657 1.215 2.183 -1.520 -0.330
H -3.146992 0.322789 0.355985 2.896 -1.150 -0.488 0.194
H -2.872126 -1.376405 -0.183268 2.908 1.348 1.233 0.242
H -1.653170 2.061211 0.261190 2.469 -1.094 -1.486 0.222
H 1.205500 0.349060 1.412378 0.112 -1.167 -1.630 0.159
H 2.024956 -1.925772 0.934590 -0.815 1.034 -1.205 0.235
H 2.314146 -1.598010 -0.889219 -0.942 0.584 1.407 0.238
H 0.385278 -0.588804 -1.483738 0.609 -0.298 0.543 0.211
N 0.395000 2.182861 -0.093801 -0.287 -2.703 -0.216 -0.082
O 1.717074 1.414411 -0.146537 -0.840 1.118 -1.759 -0.381
```
Forces are in eV/Å.

No. 7
# C6H7NO

A structure of composition C6H7NO (ωB97M-V with the def2-TZVPD basis set, the Open Molecules 2025 dataset).

Summary:
**LUMO energy**: -0.402 eV
**Gap between HOMO and LUMO**: 8.021 eV
**Total charge**: 0

The geometry in XYZ format:
```
15
Properties=species:S:1:pos:R:3:forces:R:3:nbo_charge:R:1
C 0.464336 -2.444279 0.297285 0.579 -3.891 3.941 -0.595
C -0.085253 -1.105994 0.004318 9.301 -0.670 0.605 -0.193
C 0.700771 0.085419 -0.048143 0.557 -1.434 2.126 -0.166
C -0.366205 1.142520 -0.196232 1.350 -4.813 -1.103 -0.053
C 0.053451 2.354459 -0.035311 1.797 4.340 0.318 0.266
C -1.259967 -0.798592 -0.437393 -3.421 4.785 -0.949 0.031
H 1.657615 -2.588455 0.158711 -3.146 0.250 -0.120 0.243
H -0.289720 -3.580131 -0.057502 2.617 3.951 0.993 0.233
H 0.446493 -2.489724 1.765204 -0.115 -0.211 -4.341 0.190
H 1.914893 0.182114 0.043321 -3.471 -0.170 0.048 0.224
H 0.985884 2.289974 0.668511 -1.393 1.572 -1.794 0.199
H -0.194944 4.343367 -0.270451 0.064 -0.907 0.021 0.495
H -2.028544 -1.353256 -0.681117 -3.625 -3.442 -0.912 0.193
N -1.490875 0.474865 -0.583962 -1.745 1.763 -0.454 -0.415
O -0.507935 3.487712 -0.627239 0.651 -1.123 1.622 -0.652
```
Forces are in eV/Å.

No. 8
# C6H7NO

An isolated molecule of C6H7NO (ωB97M-V with the def2-TZVPD basis set, the Open Molecules 2025 dataset).

Summary:
**SMILES**: C=C1C=NO[C@@H]2C[C@@H]12
**LUMO energy**: 0.663 eV
**Gap between HOMO and LUMO**: 9.621 eV
**Total charge**: 0

The geometry in XYZ format:
```
15
Properties=species:S:1:pos:R:3:forces:R:3:nbo_charge:R:1
C 0.257391 1.943566 1.215269 0.818 -2.086 -0.114 -0.429
C -0.092257 0.921985 0.321520 -1.084 0.214 3.442 -0.050
C 0.210967 1.127248 -1.049667 0.929 -0.545 -0.848 -0.065
C 0.209141 -1.292079 -0.558946 2.210 -1.148 -0.478 0.015
C -0.583878 -1.792404 0.584403 1.405 -6.568 3.397 -0.385
C -0.839956 -0.485522 0.143593 2.960 4.549 0.831 -0.305
H 1.170576 2.591269 0.702294 -2.791 -1.065 1.937 0.226
H -0.027441 1.913244 2.407183 1.068 0.250 -3.406 0.235
H 0.162097 2.209731 -1.240774 0.642 -0.612 -1.313 0.211
H 1.195612 -1.380416 -0.044601 -0.295 1.440 -1.836 0.186
H 0.453974 -1.974054 1.261714 -4.155 0.250 -0.466 0.230
H -1.325267 -2.667840 0.646875 0.931 1.720 -0.080 0.243
H -1.684707 -0.278452 -0.432790 -1.383 -0.329 -0.920 0.246
N 0.448200 0.241627 -1.948566 0.534 4.596 -4.352 -0.096
O 0.445547 -1.077904 -2.007506 -1.788 -0.665 4.207 -0.262
```
Forces are in eV/Å.